[1]
ORCA calculation (ωB97M-V/def2-TZVPD) on C6H13NO2 as an isolated structure.

Positions of all 22 atoms, in Å:
C 0.269 1.284 2.366
C -1.535 0.404 0.703
C 0.195 0.235 1.263
O 0.580 -0.902 1.594
H 1.229 1.178 2.876
H -0.487 1.105 3.128
H 0.188 2.311 2.012
H -2.041 -0.066 1.544
H -1.796 1.460 0.633
H -1.973 -0.026 -0.195
C 0.028 -1.834 -1.209
C 0.144 -0.358 -1.389
N -0.415 0.163 -2.509
C 1.012 0.426 -0.552
O 2.292 -0.060 -0.293
H 2.157 -0.750 0.386
H -0.104 1.067 -2.831
H -0.928 -0.447 -3.129
H 1.080 1.466 -0.872
H 0.750 -2.332 -1.860
H 0.332 -2.143 -0.212
H -0.977 -2.180 -1.454

Forces on the atoms, in the same order (eV/Å):
1.457 0.838 -0.599
1.676 -0.085 1.374
-4.591 -0.680 -0.927
0.583 -0.260 -0.378
0.063 0.043 -0.081
-0.283 -0.253 -0.343
-0.134 0.041 -0.046
-0.275 0.186 0.149
0.120 0.160 0.323
0.615 -0.509 -0.279
0.185 -0.001 0.067
1.493 0.160 -1.115
0.317 -0.431 1.511
-0.214 0.825 -0.138
-0.304 -0.812 -0.017
0.125 0.158 0.327
-0.232 -0.096 -0.002
-0.084 0.295 0.116
-0.087 0.063 0.110
-0.066 0.159 -0.306
-0.398 0.265 0.231
0.033 -0.066 0.024

Summary:
- relative energy (zero: lowest compared OMol25 entry of this formula, charge and spin) (eV) = 4.288
- maximum force (eV/A) = 4.7
- net charge = 0
- Kohn-Sham gap (alpha / beta) (eV) = 7.4 / 7.4

Mulliken atomic charge list, values in e, 4 entries: -1.64 -1.40 1.23 -0.74



[2]
ORCA calculation (ωB97M-V/def2-TZVPD) on a 2-piece molecular cluster, C5H8O2S overall.

Positions of all 16 atoms, in Å:
C -1.648 0.527 1.422
C -0.380 -0.295 1.085
C 0.156 -0.377 -0.116
C 1.350 -1.223 -0.433
C -0.373 0.391 -1.385
H -2.356 0.254 2.381
H -2.129 0.764 0.460
H -0.997 1.570 1.772
H -0.010 -0.881 2.029
H 0.988 -1.744 -1.374
H 1.630 -1.835 0.467
H 2.979 -0.336 0.362
H -0.662 2.197 -1.984
O 2.436 -0.381 -0.857
O -0.653 1.645 -1.061
S -0.332 -0.276 -2.767

Forces on the atoms, in the same order (eV/Å):
2.163 2.436 2.089
-1.847 -0.985 2.991
-0.262 0.457 -0.980
-0.880 -0.115 -0.895
1.338 0.018 5.444
1.972 0.290 -2.833
-0.457 0.033 0.974
-2.436 -2.384 -0.796
-0.155 0.960 -2.151
0.958 -0.336 1.345
-0.452 0.060 -1.228
-1.958 0.474 -5.856
-0.281 -1.838 3.030
2.701 -0.384 6.423
-0.018 2.513 -3.417
-0.386 -1.198 -4.140

Summary:
- relative energy (zero: lowest compared OMol25 entry of this formula, charge and spin) (eV) = 4.685
- maximum force (eV/A) = 7.0
- net charge = 0
- Kohn-Sham gap (eV) = 9.2

Mulliken atomic charge list, values in e, 4 entries: -0.89 -0.27 0.86 -0.97



[3]
ORCA calculation (ωB97M-V/def2-TZVPD) on C2H8NO2 as an isolated structure.

Positions of all 13 atoms, in Å:
C 0.577 -2.572 0.569
O 0.330 -1.244 1.050
H 0.077 -3.352 1.096
H 0.275 -2.653 -0.405
H 1.689 -2.630 0.485
N -1.268 2.418 -0.681
C 0.167 1.706 -0.373
O 0.169 0.424 -0.638
H -1.835 1.730 -1.197
H -1.628 2.418 0.283
H 0.717 2.316 -1.168
H 0.440 1.955 0.734
H 0.290 -0.517 0.245

Forces on the atoms, in the same order (eV/Å):
2.233 2.334 0.841
-0.611 0.288 -0.413
-0.095 -0.287 0.967
-1.097 -0.189 -2.776
-0.643 -0.801 0.535
1.868 -1.367 1.766
-2.970 2.868 -0.025
0.448 -0.063 -1.513
0.423 0.227 0.285
-0.501 0.241 -0.685
0.478 -1.014 1.059
0.014 -0.222 -1.915
0.454 -2.016 1.874

Summary:
- relative energy (zero: lowest compared OMol25 entry of this formula, charge and spin) (eV) = 1.977
- multiplicity = 2
- maximum force (eV/A) = 4.1
- net charge = 0
- Kohn-Sham gap (alpha / beta) (eV) = 11.0 / 6.4

Mulliken atomic charge list, values in e, 4 entries: -0.67 -0.55 0.27 0.30



What did the first record say?
ORCA calculation (ωB97M-V/def2-TZVPD) on C6H13NO2 as an isolated structure.

Positions of all 22 atoms, in Å:
C 0.269 1.284 2.366
C -1.535 0.404 0.703
C 0.195 0.235 1.263
O 0.580 -0.902 1.594
H 1.229 1.178 2.876
H -0.487 1.105 3.128
H 0.188 2.311 2.012
H -2.041 -0.066 1.544
H -1.796 1.460 0.633
H -1.973 -0.026 -0.195
C 0.028 -1.834 -1.209
C 0.144 -0.358 -1.389
N -0.415 0.163 -2.509
C 1.012 0.426 -0.552
O 2.292 -0.060 -0.293
H 2.157 -0.750 0.386
H -0.104 1.067 -2.831
H -0.928 -0.447 -3.129
H 1.080 1.466 -0.872
H 0.750 -2.332 -1.860
H 0.332 -2.143 -0.212
H -0.977 -2.180 -1.454

Forces on the atoms, in the same order (eV/Å):
1.457 0.838 -0.599
1.676 -0.085 1.374
-4.591 -0.680 -0.927
0.583 -0.260 -0.378
0.063 0.043 -0.081
-0.283 -0.253 -0.343
-0.134 0.041 -0.046
-0.275 0.186 0.149
0.120 0.160 0.323
0.615 -0.509 -0.279
0.185 -0.001 0.067
1.493 0.160 -1.115
0.317 -0.431 1.511
-0.214 0.825 -0.138
-0.304 -0.812 -0.017
0.125 0.158 0.327
-0.232 -0.096 -0.002
-0.084 0.295 0.116
-0.087 0.063 0.110
-0.066 0.159 -0.306
-0.398 0.265 0.231
0.033 -0.066 0.024

Summary:
- relative energy (zero: lowest compared OMol25 entry of this formula, charge and spin) (eV) = 4.288
- maximum force (eV/A) = 4.7
- net charge = 0
- Kohn-Sham gap (alpha / beta) (eV) = 7.4 / 7.4

Mulliken atomic charge list, values in e, 4 entries: -1.64 -1.40 1.23 -0.74



Which value of net charge does entry 1 give?
0